Density functional theory data (the ωB97M-V functional and the def2-TZVPD basis) for one molecule with the formula C6H8S3 at a distorted geometry.

The frontier orbital gap is 9.1 eV. Its lowest unoccupied orbital energy is 0.63 eV. For the total energy, the calculation gives -1427.97441 a.u. For the relative energy (zero: lowest compared OMol25 entry of this formula, charge and spin), the calculation gives 0.0 kcal/mol. The SMILES is SCc1ccc(CS)s1.

```
! RIJCOSX wB97M-V def2-TZVPD def2/J DEFGRID3
* xyz 0 1
S 0.311 -1.262 3.521
C 0.830 0.206 2.566
C 0.588 0.036 1.103
C 1.464 -0.356 0.151
C 0.915 -0.437 -1.138
C -0.406 -0.099 -1.178
C -1.287 -0.051 -2.386
S -1.430 1.638 -3.069
S -0.988 0.332 0.404
H -0.988 -1.200 3.254
H 1.884 0.316 2.760
H 0.344 1.096 2.961
H 2.501 -0.587 0.401
H 1.469 -0.735 -2.025
H -2.296 -0.485 -2.140
H -0.880 -0.599 -3.204
H -2.032 2.190 -1.982
*
```